Computed, not measured: 2 unconnected molecules or ions with the total composition C5H14O in a non-equilibrium geometry, with ωB97M-V/def2-TZVPD.

```
20
Properties=species:S:1:pos:R:3:forces:R:3:nbo_charge:R:1
C 1.30961 -0.34217 0.07469 -1.36 1.94 -0.57 -0.40
H 0.87480 -1.14306 -1.74731 0.28 -0.37 -0.68 0.19
H -5.07268 -0.90701 4.91099 0.08 0.26 0.15 0.34
C 1.75570 -0.61581 -1.39017 0.73 -0.62 0.84 -0.41
H 2.69091 1.29329 -1.79968 -0.07 -0.06 -0.49 0.20
C -0.25252 0.03340 0.10497 0.66 -1.10 0.00 -0.58
H -0.66003 -0.14608 1.13226 0.24 0.00 -0.91 0.20
O -4.29838 -1.42355 5.19773 -0.39 -0.18 -0.23 -1.31
H -0.03469 1.72185 -1.21695 0.17 0.34 0.38 0.19
H -0.67034 2.10346 0.43740 0.19 0.40 -0.08 0.21
H -1.70533 1.48574 -0.87615 0.82 -0.54 0.87 0.21
H 1.11467 0.91946 -2.60644 0.92 0.40 -0.33 0.20
H 1.97354 0.40218 0.60766 -0.67 -0.95 -0.34 0.19
H 2.57004 -1.34797 -1.24262 -0.09 0.22 -0.64 0.19
H 2.62548 0.22774 -3.27236 0.16 -0.16 0.01 0.20
H -4.31989 -2.11218 4.50434 0.37 -0.06 0.05 0.30
H 1.27402 -1.32667 0.52632 0.56 -0.03 0.56 0.21
C 2.12581 0.53447 -2.36106 -1.58 -0.08 1.49 -0.63
H -0.61831 -0.76575 -0.58882 -0.37 0.61 0.80 0.18
C -0.68241 1.40866 -0.39478 -0.65 -0.03 -0.88 -0.66
```
Positions in Å, forces in eV/Å.

* multiplicity: 2
* HOMO-LUMO gap (spin up / spin down): 0.0676 / 0.3643 Eh
* <S²>: 0.750
* energy above the lowest of the compared OMol25 structures with the same formula, charge and spin: 96.2 kJ/mol
* charge: -1